The following is a DFT calculation (the ωB97M-V functional and the def2-TZVPD basis) of C43H44CaClI2N7OP as an isolated structure.

XYZ file:
```
100
Properties=species:S:1:pos:R:3:forces:R:3:lowdin_charge:R:1
Ca -0.004 0.287 1.574 -0.278 -0.693 -0.890 1.148
I -3.064 0.336 0.580 -0.366 0.162 -0.020 1.056
C -4.374 -0.183 -1.022 0.462 0.000 0.063 -0.558
C -5.599 -0.481 -0.504 -0.140 -0.092 0.030 -0.193
C -6.662 -0.888 -1.330 -0.088 0.019 0.088 -0.066
C -6.452 -0.997 -2.665 -0.046 -0.006 -0.051 -0.029
C -5.193 -0.689 -3.235 0.097 0.058 0.149 -0.155
C -5.057 -0.824 -4.632 -0.015 0.000 -0.088 -0.024
C -3.892 -0.508 -5.258 0.055 0.004 -0.078 -0.051
C -2.816 -0.044 -4.488 -0.014 -0.030 0.098 -0.085
C -2.873 0.088 -3.118 0.264 -0.129 0.070 -0.300
P -1.305 0.725 -2.333 -0.140 0.052 -0.336 1.039
C -1.071 2.220 -3.379 0.014 -0.001 0.082 -0.381
C -1.900 3.294 -3.039 0.031 0.022 -0.002 -0.109
C -1.816 4.502 -3.715 0.016 -0.036 0.049 -0.075
C -0.890 4.659 -4.741 -0.052 -0.012 -0.004 -0.081
C -0.073 3.596 -5.096 0.006 -0.006 0.016 -0.077
C -0.163 2.383 -4.421 -0.025 -0.031 -0.057 -0.100
C -0.045 -0.484 -2.895 -0.107 -0.130 0.127 -0.358
C -0.365 -1.845 -2.930 0.072 0.107 -0.119 -0.095
C 0.623 -2.804 -3.103 0.059 0.037 -0.005 -0.075
C 1.953 -2.423 -3.246 -0.088 -0.153 -0.034 -0.079
C 2.286 -1.078 -3.205 -0.525 0.136 -0.564 -0.107
C 1.299 -0.118 -3.011 -0.011 -0.073 -0.300 -0.113
C -4.088 -0.245 -2.428 -0.128 -0.015 0.021 -0.176
H -5.758 -0.419 0.564 -0.029 0.004 -0.053 0.072
H -7.624 -1.110 -0.887 0.027 -0.005 -0.036 0.114
H -7.252 -1.311 -3.325 0.053 -0.005 0.004 0.119
H -5.911 -1.180 -5.197 0.021 0.028 0.026 0.120
H -3.789 -0.605 -6.333 -0.005 0.012 0.070 0.114
H -1.902 0.225 -5.000 0.052 0.000 -0.005 0.106
H -2.634 3.168 -2.247 0.072 0.066 0.007 0.106
H -2.465 5.324 -3.435 0.016 -0.054 -0.039 0.108
H -0.822 5.600 -5.274 0.014 -0.035 0.042 0.106
H 0.635 3.707 -5.909 -0.024 -0.019 0.023 0.106
H 0.463 1.557 -4.738 -0.022 0.040 0.022 0.094
H -1.398 -2.157 -2.825 -0.001 0.004 -0.009 0.110
H 0.351 -3.852 -3.135 0.017 0.007 -0.012 0.109
H 2.723 -3.171 -3.388 -0.020 -0.010 -0.032 0.112
H 3.322 -0.773 -3.310 -0.797 -0.087 -0.861 0.083
H 1.573 0.930 -2.944 -0.046 -0.146 -0.084 0.089
C -1.299 -1.517 4.402 0.128 -0.078 -0.105 -0.026
N -0.692 -2.741 3.932 -0.014 0.071 -0.049 -0.097
C -0.328 -3.763 4.895 0.071 0.057 -0.104 -0.114
C 0.290 -4.829 4.003 -0.049 0.051 -0.153 -0.114
N 0.675 -4.069 2.813 0.133 -0.196 0.019 -0.077
C 1.322 -4.801 1.735 -0.054 0.158 0.177 -0.035
C 0.016 -2.869 2.768 -0.005 0.032 -0.182 -0.333
N 0.007 -1.938 1.854 0.039 -1.118 0.366 -0.067
C 0.504 -2.142 0.486 0.079 0.104 0.173 -0.232
C 1.806 -1.363 0.203 -0.097 0.049 -0.134 -0.208
N 1.464 0.048 -0.020 1.277 -0.069 -0.942 -0.079
C 2.256 0.931 -0.537 0.009 -0.186 0.183 -0.415
N 1.803 2.195 -0.815 -0.090 0.218 0.110 -0.090
C 0.625 2.793 -0.206 0.409 -0.227 0.124 -0.038
C 2.903 3.072 -1.186 -0.088 -0.084 0.072 -0.108
C 3.955 2.071 -1.633 -0.065 -0.131 0.059 -0.110
N 3.580 0.864 -0.891 0.106 -0.033 -0.199 -0.058
C 4.345 -0.338 -1.188 0.329 0.040 0.157 -0.035
H -2.163 -1.761 5.016 -0.047 -0.019 0.054 0.099
H -1.650 -0.922 3.565 -0.061 0.041 -0.072 0.052
H -0.605 -0.921 5.002 0.041 0.048 0.005 0.098
H -1.207 -4.117 5.429 -0.033 -0.015 0.050 0.128
H 0.393 -3.378 5.625 0.012 0.024 0.003 0.130
H -0.427 -5.616 3.745 -0.035 0.015 -0.009 0.130
H 1.167 -5.291 4.449 0.045 -0.067 0.032 0.124
H 1.844 -5.643 2.183 0.019 -0.036 0.027 0.093
H 2.066 -4.192 1.227 0.021 0.011 0.018 0.083
H 0.611 -5.193 1.004 -0.019 -0.025 -0.006 0.098
H -0.258 -1.739 -0.191 0.014 -0.068 -0.086 0.085
H 0.626 -3.182 0.206 -0.040 0.014 -0.027 0.086
H 2.279 -1.810 -0.671 -0.025 0.014 -0.014 0.091
H 2.475 -1.475 1.068 0.030 -0.074 -0.085 0.118
H -0.189 2.070 -0.161 -0.053 0.119 -0.246 0.011
H 0.310 3.613 -0.843 -0.194 0.079 -0.037 0.097
H 0.828 3.178 0.799 0.047 -0.003 0.015 0.099
H 3.242 3.663 -0.329 0.015 0.005 0.040 0.130
H 2.597 3.750 -1.980 0.014 0.060 -0.034 0.128
H 4.970 2.370 -1.381 0.041 0.027 -0.017 0.128
H 3.898 1.891 -2.712 0.017 -0.013 -0.034 0.127
H 5.393 -0.051 -1.262 0.067 0.060 0.102 0.101
H 4.051 -0.792 -2.141 0.696 0.187 1.180 0.042
H 4.259 -1.073 -0.397 0.012 0.015 0.060 0.085
Cl 1.932 2.490 7.900 0.011 0.019 -0.003 0.705
C 1.108 2.209 6.399 0.016 0.050 0.047 -0.615
C -0.255 2.260 6.356 -0.055 0.002 0.023 -0.165
C -0.935 2.045 5.148 -0.147 -0.097 -0.293 -0.643
I -3.021 2.103 5.095 0.138 0.008 0.057 0.931
C -0.284 1.750 3.955 -0.178 0.176 0.284 -0.481
O -0.901 1.546 2.823 -0.868 1.614 1.815 -0.433
C 1.157 1.636 4.030 -0.226 0.066 0.131 -0.148
N 1.799 1.231 2.891 0.071 0.239 0.361 0.027
C 3.112 1.169 2.894 -0.089 -0.019 0.001 -0.122
C 3.888 1.503 4.015 0.047 0.011 0.022 -0.037
C 3.261 1.862 5.176 -0.008 -0.011 0.050 -0.007
C 1.849 1.911 5.233 0.239 -0.084 -0.236 -0.169
H -0.814 2.468 7.260 0.031 0.012 -0.051 0.099
H 3.589 0.846 1.972 -0.041 0.006 0.025 0.102
H 4.967 1.459 3.951 -0.018 0.010 0.014 0.110
H 3.831 2.117 6.061 -0.010 -0.051 -0.040 0.097
```
Forces are in eV/Å.

## Properties
HOMO level: -9.617 eV
LUMO: -2.1 eV
Energy: -114232.88489 eV
Kohn-Sham gap: 7.49 eV
Relative energy (zero: lowest compared OMol25 entry of this formula, charge and spin): 1.703 eV
Total charge: +1